(1)
# C21H23BrN3

A gas-phase ion, C21H23BrN3 (charge +1) (ωB97M-V with the def2-TZVPD basis set, the Open Molecules 2025 dataset).

Cartesian coordinates (Å):
C  -2.56237  -2.65260  3.41790
C  -2.20005  -3.80980  2.77810
C  -1.02937  -3.91936  1.83412
C  -0.86887  -2.72973  0.93575
N  -1.15732  -2.72858  -0.32224
N  -0.84343  -1.48345  -0.79147
C  -1.01109  -1.17279  -2.19811
C  0.15774  -1.80927  -2.97910
C  1.45645  -1.27762  -2.41564
C  2.15922  -1.98194  -1.43955
C  3.34098  -1.49410  -0.89474
C  3.83758  -0.26840  -1.32308
C  3.15260  0.46214  -2.28713
C  1.98153  -0.05720  -2.82842
C  -0.36792  -0.73463  0.17823
C  0.10710  0.67419  0.13777
C  -0.88462  1.67562  -0.52914
C  -0.78022  2.98679  0.23293
C  0.09529  3.97886  -0.19621
C  0.19676  5.14817  0.54894
C  -0.56687  5.30717  1.69206
C  -1.45709  4.32766  2.11545
C  -1.54612  3.15294  1.37885
N  -0.36255  -1.48203  1.29975
Br  0.23869  -1.01330  2.96379
H  -2.46080  -2.51586  4.49174
H  -2.93669  -1.78720  2.86730
H  -2.80072  -4.70496  2.93324
H  -0.09567  -4.02327  2.38982
H  -1.15610  -4.77238  1.16928
H  -1.97004  -1.54147  -2.55001
H  -0.95785  -0.10610  -2.38169
H  0.11424  -1.55766  -4.03674
H  0.16334  -2.89168  -2.85923
H  1.77872  -2.93151  -1.07463
H  3.87093  -2.04160  -0.12851
H  4.75700  0.12702  -0.91248
H  3.52574  1.41544  -2.63280
H  1.47275  0.51428  -3.59931
H  1.10258  0.74052  -0.30424
H  0.21848  1.00683  1.16748
H  -1.90845  1.32458  -0.40572
H  -0.60738  1.82971  -1.56879
H  0.68203  3.79424  -1.08630
H  0.88819  5.91386  0.22468
H  -0.49350  6.22611  2.25919
H  -2.04915  4.50210  3.00168
H  -2.22369  2.38025  1.72722

Atoms 1-3, force components in eV/Å:
C 0.1240 -0.0711 -0.5266
C -0.2651 0.5250 0.4700
C -1.2333 0.6816 -1.7446

Output
**Energy relative to the best compared isomer or geometry (same formula, charge and spin)**: 0.0 kcal per mole
**Highest occupied orbital energy**: -11.19 eV
**Max |F|**: 2.24 eV Å⁻¹
**SMILES string**: C=CCc1nn(CCc2ccccc2)c(CCc2ccccc2)[n+]1Br
**Total energy**: -3551.954090 hartree
**Charge**: +1
**LUMO**: -3.71 eV
**Orbital gap**: 7.473 eV

***

(2)
# C21H23BrN4O

A single C21H23BrN4O molecule (ωB97M-V with the def2-TZVPD basis set, the Open Molecules 2025 dataset).

Cartesian coordinates (Å):
C  -0.69113  4.60357  5.04840
N  0.53034  3.82793  4.75200
C  1.31555  3.55172  5.92980
C  0.91389  3.50815  3.42190
C  0.56264  2.17961  2.89871
C  1.15074  1.08777  3.53308
C  1.26313  -0.16091  2.91893
C  0.80854  -0.32057  1.62267
C  0.09302  0.73919  1.10291
C  -0.11984  1.91493  1.79607
C  -0.63579  0.53867  -0.23717
C  -1.01750  -0.93792  -0.45735
N  0.21768  -1.73024  -0.34159
C  0.83646  -2.45651  -1.31741
O  1.60827  -3.38829  -1.08565
C  0.43515  -2.27477  -2.68580
C  0.14995  -1.13701  -3.39566
C  -0.60506  -1.35290  -4.73787
C  -1.22584  -0.62318  -5.66281
C  -1.53700  -1.28899  -6.83509
Br  -1.96800  -0.04466  -8.33443
N  -1.64736  -2.59192  -6.90000
C  -1.20695  -3.37137  -5.94124
C  -0.63107  -2.79442  -4.82730
N  0.00154  -3.28455  -3.61910
C  -0.37677  -4.62344  -3.11230
C  0.86565  -1.64259  0.93184
H  -1.23031  4.07269  5.86610
H  -0.34689  5.57980  5.46678
H  -1.29538  4.81112  4.11866
H  2.12015  2.87123  5.78634
H  1.73100  4.45519  6.36686
H  0.71316  3.18085  6.65387
H  1.97423  3.55350  3.29089
H  0.38920  4.23325  2.72022
H  1.60034  1.25973  4.57018
H  1.83410  -0.92012  3.43301
H  -0.80449  2.54126  1.34067
H  -1.50580  1.19782  -0.32150
H  0.00586  0.78911  -0.98710
H  -1.75156  -1.25605  0.28632
H  -1.55615  -1.07307  -1.34712
H  0.31978  -0.16231  -3.01921
H  -1.34301  0.43895  -5.63299
H  -1.12890  -4.54794  -6.17145
H  -1.26761  -4.45601  -2.50169
H  -0.59050  -5.28184  -3.90506
H  0.47822  -5.09325  -2.62781
H  1.95374  -1.65946  0.60413
H  0.61057  -2.46178  1.54437

Atoms 1-3, force components in eV/Å:
C 1.1914 -0.0017 -0.1860
N -0.9509 0.2372 0.5860
C 0.9548 1.7667 -2.0989

Output
**Highest occupied orbital energy**: -7.93 eV
**Max |F|**: 7.10 eV Å⁻¹
**SMILES string**: CN(C)Cc1ccc2c(c1)CCN(C(=O)c1cc3cc(Br)ncc3n1C)C2
**Total energy**: -3682.178549 hartree
**Charge**: 0
**LUMO**: 0.02 eV
**Orbital gap**: 7.946 eV

***

(3)
# C21H23ClN2O5S2SiW

A molecular structure, C21H23ClN2O5S2SiW (ωB97M-V with the def2-TZVPD basis set, the Open Molecules 2025 dataset).

Cartesian coordinates (Å):
W  0.47522  0.10125  -0.70352
C  -2.43755  -2.49235  -0.13663
C  -0.99504  -2.02222  -0.18189
N  -0.71924  -0.95164  0.81569
N  -0.54113  -1.32809  2.05784
C  0.27493  -0.57756  2.76878
S  1.30776  0.62508  2.11967
S  0.35296  -0.67729  4.48833
C  -1.28650  -1.37189  4.88679
C  -2.40738  -0.39939  4.75950
C  -3.12699  -0.33288  3.57525
C  -4.16730  0.57030  3.44356
C  -4.48868  1.42107  4.48884
C  -3.76997  1.36005  5.67340
C  -2.73402  0.45125  5.80831
C  0.07651  -3.07313  0.03639
C  -0.15153  -4.43333  0.14948
C  0.90560  -5.30807  0.37066
C  2.19794  -4.82057  0.48703
C  2.45038  -3.46189  0.37873
C  1.39124  -2.59241  0.13990
O  1.65432  -1.26968  0.04841
H  -2.67133  -2.93724  0.83052
H  -2.60476  -3.22344  -0.92519
H  -3.08648  -1.63655  -0.31289
H  -1.16936  -1.72775  5.91040
H  -1.42502  -2.23156  4.23129
H  -2.87587  -0.99764  2.75179
H  -4.72625  0.60737  2.52152
H  -5.29681  2.12972  4.38149
H  -4.01955  2.01692  6.49389
H  -2.17713  0.40059  6.73430
H  -1.15759  -4.81819  0.07175
H  0.71607  -6.36769  0.45970
H  3.01836  -5.50126  0.66272
H  3.44930  -3.05996  0.45571
O  -0.22477  0.92018  -2.61309
Cl  1.04647  0.48705  -3.45770
O  1.58975  -0.63721  -2.49160
O  -0.71872  -1.33161  -1.37181
O  1.69598  1.30551  -0.74743
C  -3.86598  4.25608  -0.71817
Si  -2.47046  4.15782  0.53490
C  -1.28009  5.59537  0.32540
C  -3.16034  4.14641  2.28189
C  -1.54094  2.59166  0.22576
C  -0.90855  1.61402  -0.11901
H  -4.43989  5.17421  -0.60628
H  -4.54698  3.41427  -0.60273
H  -3.47210  4.22297  -1.73251
H  -1.79619  6.54956  0.42871
H  -0.80800  5.56923  -0.65473
H  -0.49009  5.55764  1.07344
H  -3.71694  5.06036  2.48597
H  -2.36465  4.06483  3.02073
H  -3.83127  3.30450  2.42749

Atoms 1-3, force components in eV/Å:
W 0.1318 1.8490 -0.9957
C 0.1779 0.0479 0.0938
C -0.3143 -0.0814 0.0770

Output
**Energy relative to the best compared isomer or geometry (same formula, charge and spin)**: 9.6 kcal per mole
**Highest occupied orbital energy (spin up / spin down)**: -8.73 / -8.63 eV
**Spin multiplicity**: 3
**Max |F|**: 2.10 eV Å⁻¹
**Total energy**: -2912.678024 hartree
**Charge**: 0
**<S²>**: 2.025
**LUMO (spin up / spin down)**: -0.48 / -3.50 eV
**Orbital gap (spin up / spin down)**: 8.247 / 5.134 eV

***

(4)
# C21H23F3NO2

A gas-phase ion, C21H23F3NO2 (charge +1) (ωB97M-V with the def2-TZVPD basis set, the Open Molecules 2025 dataset).

Cartesian coordinates (Å):
C  0.50372  -5.22235  -3.46212
O  -0.00314  -5.08570  -2.11733
C  -0.12891  -3.82313  -1.62172
C  -0.17119  -3.67951  -0.22190
C  -0.13316  -2.40452  0.32495
C  -0.42387  -1.28466  -0.45595
C  -0.64925  0.12972  0.10048
C  0.48330  1.06481  -0.38763
C  1.76966  0.51883  -0.55828
C  2.82410  1.27330  -1.04908
C  2.61346  2.64535  -1.22468
C  1.36951  3.24633  -0.91559
C  0.27609  2.43184  -0.64311
C  1.56096  4.72566  -1.00253
C  2.92447  4.85016  -1.69837
O  3.56156  3.52058  -1.65929
N  -0.79003  0.20678  1.51425
C  -1.35100  1.57960  1.93268
C  -2.74890  1.34408  2.47539
C  -2.97138  -0.15968  2.63878
C  -1.64507  -0.83424  2.30026
C  -0.86461  -1.17986  3.55174
F  -1.37994  -2.23849  4.24253
F  0.45554  -1.47048  3.27344
F  -0.81978  -0.11205  4.40275
C  -0.42416  -1.43228  -1.84977
C  -0.19092  -2.66416  -2.44006
H  0.52266  -6.29753  -3.63333
H  -0.15243  -4.72811  -4.19004
H  1.51428  -4.79860  -3.54182
H  -0.17034  -4.56790  0.40914
H  0.10418  -2.32045  1.38121
H  -1.59213  0.49324  -0.33504
H  1.94331  -0.53529  -0.33543
H  3.80072  0.85481  -1.27773
H  -0.72284  2.88438  -0.61668
H  0.75096  5.24445  -1.51963
H  1.63186  5.17464  -0.00025
H  3.60004  5.55619  -1.20253
H  2.79518  5.13969  -2.75253
H  0.16206  0.14021  1.88940
H  -1.36966  2.23925  1.06993
H  -0.65714  1.99755  2.66887
H  -2.85762  1.87867  3.42236
H  -3.50336  1.75329  1.79891
H  -3.29025  -0.44225  3.65081
H  -3.71456  -0.55124  1.93572
H  -1.80406  -1.75184  1.73611
H  -0.56171  -0.55876  -2.48521
H  -0.07618  -2.75031  -3.52208

Atoms 1-3, force components in eV/Å:
C -0.2486 0.1076 0.3492
O 0.1335 0.6076 -0.1148
C 0.0186 0.2750 -0.2087

Output
**Energy relative to the best compared isomer or geometry (same formula, charge and spin)**: 0.0 kcal per mole
**Highest occupied orbital energy**: -11.05 eV
**Max |F|**: 3.91 eV Å⁻¹
**SMILES string**: COc1ccc([C@H](c2ccc3c(c2)CCO3)[N@H+]2CCC[C@@H]2C(F)(F)F)cc1
**Total energy**: -1318.601787 hartree
**Charge**: +1
**LUMO**: -2.27 eV
**Orbital gap**: 8.771 eV